a:
A cluster of 10 separate species, C5H29NO10 in total, computed with ωB97M-V with the def2-TZVPD basis set.

Element x y z (Å)
O: -1.836 1.484 -2.261
C: -1.031 0.579 -2.247
C: 0.245 0.596 -1.424
C: 0.272 1.772 -0.460
C: 1.472 1.824 0.487
C: 1.477 0.685 1.500
N: 1.399 0.615 -2.346
H: -1.126 -0.271 -2.938
H: 0.323 -0.330 -0.858
H: -0.634 1.742 0.150
H: 0.196 2.705 -1.028
H: 2.385 1.811 -0.113
H: 1.450 2.780 1.013
H: 2.292 0.780 2.221
H: 0.544 0.679 2.067
H: 1.540 -0.299 1.035
H: 1.274 -0.089 -3.072
H: 1.471 1.517 -2.806
H: -3.012 -1.299 -0.715
H: -1.596 -1.520 -0.062
O: -2.205 -0.841 -0.461
H: 2.381 -3.466 -0.703
H: 2.516 -1.903 -0.778
O: 1.862 -2.652 -0.775
H: -0.445 -2.400 1.574
H: 0.282 -2.595 0.173
O: -0.580 -2.626 0.628
H: -0.580 -1.077 3.487
H: -0.477 -2.561 3.861
O: -0.101 -1.912 3.257
H: 3.658 -0.139 -0.084
H: 2.936 -0.013 -1.435
O: 3.544 -0.604 -0.921
H: -1.050 1.233 4.039
H: -2.037 0.627 2.998
O: -1.503 0.419 3.806
H: -2.680 0.224 0.915
H: -3.045 1.710 1.078
O: -2.963 0.880 1.585
H: -0.115 -2.929 -3.298
H: 0.983 -2.429 -2.343
O: 0.544 -2.236 -3.195
H: -2.532 2.521 -0.956
H: -2.599 3.953 -0.376
O: -2.900 3.053 -0.221

As for the spin multiplicity: 1. Its SMILES is CCC[C@H](N)C=O.O.O.O.O.O.O.O.O.O. The HOMO energy is -9.7 eV. For the LUMO energy, the calculation gives 0.43 eV. The molar mass is 263.28 g mol⁻¹.



b:
A cluster of 11 separate species, C5H29NO10 in total, computed with ωB97M-V with the def2-TZVPD basis set.

Element x y z (Å)
N: -0.298 2.467 2.742
C: 0.280 2.615 1.402
C: 3.226 -0.428 -1.126
C: 3.071 0.475 -0.166
C: 1.781 0.913 0.361
C: 1.583 1.850 1.289
H: -1.218 2.058 2.721
H: 0.291 1.911 3.342
H: 0.495 3.655 1.127
H: -0.439 2.219 0.675
H: 4.146 -0.910 -1.410
H: 2.316 -0.928 -1.456
H: 3.910 0.777 0.465
H: 0.913 0.492 -0.156
H: 2.396 2.216 1.918
H: 2.778 -3.179 -0.797
H: 1.348 -3.111 -0.791
O: 2.075 -3.154 -0.139
H: -0.017 2.190 -2.170
H: 1.141 2.977 -1.552
O: 0.823 2.614 -2.386
H: -0.835 -2.069 -1.911
H: 0.252 -1.628 -2.821
O: -0.029 -2.424 -2.356
H: -1.526 -2.344 0.308
H: -1.718 -0.809 -0.184
O: -1.633 -1.728 -0.424
H: -3.121 -0.152 2.000
H: -1.732 -0.475 2.490
O: -2.211 0.157 1.937
H: -3.358 -1.183 -2.315
H: -4.222 -0.181 -1.681
O: -3.604 -0.256 -2.418
H: 0.522 -3.902 0.861
H: 0.582 -2.782 1.994
O: 0.027 -3.397 1.498
H: 1.135 -0.612 2.440
H: 2.393 -1.354 2.756
O: 1.456 -1.342 2.989
H: -1.870 0.872 -1.688
H: -1.432 0.406 -2.972
O: -1.173 0.285 -2.050
H: -2.976 2.697 -0.082
H: -2.623 2.500 -1.516
O: -2.907 2.002 -0.747

As for the spin multiplicity: 1. Its SMILES is C=C/C=C/CN.O.O.O.O.O.O.O.O.O.O. The HOMO energy is -8.8 eV. For the LUMO energy, the calculation gives -0.07 eV. The molar mass is 263.28 g mol⁻¹.



Least stable structure among those shown: b.